C18H24N4O2S | ωB97M-V/def2-TZVPD

Last column: Löwdin charge in e.
Geometry (Å):
C1 5.579 -4.266 1.017  -0.063
N1 5.202 -4.529 -0.393  -0.192
C2 5.685 -5.825 -0.929  -0.076
C3 3.948 -4.029 -0.817  -0.253
C4 3.001 -4.829 -1.497  -0.009
C5 1.718 -4.315 -1.833  -0.007
C6 1.435 -2.952 -1.533  -0.253
C7 0.179 -2.381 -2.040  -0.002
C8 -0.604 -1.379 -1.445  -0.414
S1 -0.409 -0.413 -0.001  1.032
C9 -1.944 0.449 -0.334  -0.513
N2 -2.468 1.563 0.357  -0.091
C10 -1.660 2.165 1.420  -0.170
C11 -1.713 3.696 1.435  -0.159
N3 -3.103 4.209 1.407  -0.168
C12 -3.381 5.461 2.150  -0.162
C13 -3.830 6.582 1.171  -0.276
O1 -2.852 6.782 0.202  -0.075
C14 -4.218 3.267 1.001  -0.124
C15 -3.745 2.196 -0.020  -0.115
N4 -2.598 0.021 -1.382  0.110
C16 -1.895 -0.930 -2.088  -0.525
O2 -2.245 -1.164 -3.233  0.063
C17 2.374 -2.164 -0.908  -0.042
C18 3.638 -2.690 -0.582  -0.016
H1 4.811 -3.653 1.541  0.093
H2 6.469 -3.689 1.059  0.063
H3 5.767 -5.202 1.554  0.082
H4 5.604 -5.893 -2.026  0.092
H5 5.078 -6.605 -0.485  0.076
H6 6.727 -6.005 -0.671  0.081
H7 3.220 -5.863 -1.792  0.100
H8 0.947 -4.925 -2.310  0.114
H9 -0.272 -2.871 -2.894  0.119
H10 -2.081 1.749 2.370  0.135
H11 -0.612 1.832 1.379  0.091
H12 -1.135 4.039 2.290  0.113
H13 -1.137 4.051 0.543  0.123
H14 -2.495 5.818 2.692  0.118
H15 -4.171 5.299 2.912  0.116
H16 -4.805 6.356 0.676  0.117
H17 -3.949 7.495 1.761  0.114
H18 -2.707 5.933 -0.272  0.095
H19 -4.656 2.882 1.925  0.110
H20 -5.047 3.763 0.505  0.108
H21 -3.579 2.701 -0.975  0.124
H22 -4.543 1.460 -0.159  0.124
H23 2.136 -1.123 -0.709  0.086
H24 4.335 -2.076 -0.040  0.105

Forces on atoms 1 to 2 (eV/Å):
C -1.0 0.0 -0.5
N 0.1 -0.1 -0.1

## Properties
Charge = 0
SMILES = CN(C)c1ccc(/C=C2\SC(N3CCN(CCO)CC3)=NC2=O)cc1
ΔE to the lowest compared entry with this formula, charge and spin = 79.43 kcal per mole
Multiplicity = 1
Maximum force = 3.5 eV/A
Frontier orbital gap = 7.6 eV